# 1
Here is a cluster of 2 separate species, C3HN2O3 in total at a distorted geometry from the Open Molecules 2025 dataset. Energies are from wB97M-V/def2-TZVPD.

```
! RIJCOSX wB97M-V def2-TZVPD def2/J DEFGRID3
* xyz -1 1
C -1.12185 0.52247 -0.07404
C 0.94820 1.74667 0.04504
C 2.98152 -0.30769 -0.09535
N 4.08337 -0.64214 -0.00188
N -0.32443 1.63670 0.12809
O -2.32482 0.55341 -0.10379
O 1.77066 -0.05376 0.01358
O 1.82316 2.52904 -0.06815
H -0.46872 -0.50105 -0.11428
*
```

Results
Kohn-Sham gap (eV): 9.22



# 2
Here is a cluster of 10 separate species, H22NO9 in total at a distorted geometry from the Open Molecules 2025 dataset. Energies are from wB97M-V/def2-TZVPD.

```
! RIJCOSX wB97M-V def2-TZVPD def2/J DEFGRID3
* xyz 1 1
N -0.43783 -0.17392 0.89155
H 0.03236 0.67427 1.22670
H -1.37977 -0.19526 1.19474
H -0.01892 -1.03163 1.27753
H -0.38831 -0.23160 -0.13972
O -1.82691 3.00020 -0.02768
H -2.18732 3.77335 0.35741
H -0.91364 2.99366 0.26089
O 2.04423 -1.56109 1.04433
H 2.24273 -1.80256 1.99645
H 2.94419 -1.32857 0.76508
O -0.67675 0.92668 -1.81202
H -1.26108 1.74981 -1.72133
H -1.07808 0.41924 -2.47941
O 2.97832 0.63353 -0.31320
H 3.75705 1.10392 -0.71167
H 2.61933 0.28870 -1.16166
O -2.87237 0.85234 1.71850
H -3.80605 1.09566 1.87063
H -2.60712 1.61529 1.21818
O 1.18653 2.27871 0.74076
H 1.62238 2.78915 1.44520
H 1.97024 1.77870 0.35346
O -0.91301 -2.97847 1.39839
H -1.84087 -3.18503 1.73153
H -0.36203 -3.70112 1.56716
O 1.87036 -0.57193 -2.32361
H 2.40328 -1.12642 -2.92690
H 1.00212 -1.02855 -2.18308
O -1.19799 -1.99567 -1.72073
H -1.47914 -2.61240 -0.97560
H -1.42593 -2.44899 -2.56187
*
```

Results
Kohn-Sham gap (eV): 11.83



# 3
Here is a cluster of 2 separate species, CH6NO2 in total at a distorted geometry from the Open Molecules 2025 dataset. Energies are from wB97M-V/def2-TZVPD.

```
! RIJCOSX wB97M-V def2-TZVPD def2/J DEFGRID3
* xyz 1 1
O 1.62245 -0.54162 0.87148
H 1.43085 -1.16917 1.59728
H 2.55337 -0.31474 1.00663
H -2.06783 -0.19753 1.06836
C -1.15051 0.45981 -0.50638
N 0.01430 0.47559 -1.07613
O -1.36898 -0.37538 0.44227
H -1.93246 1.13482 -0.85575
H 0.71782 -0.02111 -0.47954
H 0.18099 0.54933 -2.06824
*
```

Results
Kohn-Sham gap (eV): 11.89



# 4
Here is a structure of composition C2H8NO2PS at a distorted geometry from the Open Molecules 2025 dataset. Energies are from wB97M-V/def2-TZVPD.

```
! RIJCOSX wB97M-V def2-TZVPD def2/J DEFGRID3
* xyz 0 1
C -0.52642 -0.87333 0.50688
C 2.03782 -0.66716 -1.48552
N -0.21086 0.45959 0.09936
O 2.87144 1.26756 0.29708
O 2.41883 -0.92966 1.20045
P -1.02119 1.53609 1.29870
S 2.11728 0.05962 0.23430
H 0.02448 -1.08611 1.37363
H -1.66836 -1.01359 0.69076
H -0.12592 -1.55285 -0.22792
H 2.56578 -0.12369 -2.23791
H 2.39404 -1.66131 -1.28363
H 0.93981 -0.74032 -1.76657
H -1.24579 2.63474 0.51923
H 0.24530 1.96620 1.62839
*
```

Results
Kohn-Sham gap (alpha / beta) (eV): 8.11 / 8.10



# 5
Here is a structure of composition C33H39BMgN4O2P2 at a distorted geometry from the Open Molecules 2025 dataset. Energies are from wB97M-V/def2-TZVPD.

```
! RIJCOSX wB97M-V def2-TZVPD def2/J DEFGRID3
* xyz 0 1
Mg -0.02585 -0.08483 -0.33930
C -1.22804 1.67496 -0.60241
C -1.59795 0.80105 -1.58897
C -1.01455 0.77285 -2.99178
C 0.26524 -0.05912 -3.21549
C 1.30865 0.01559 -2.12360
C 1.57197 1.12251 -1.36972
C 0.97597 2.49325 -1.60685
C -0.27188 2.81975 -0.76701
C 1.21885 -1.14066 1.12000
H -1.75454 1.67326 0.35693
H -2.51176 0.19338 -1.42724
H -0.84613 1.78056 -3.39593
H -1.79219 0.35127 -3.63783
H -0.00774 -1.12014 -3.33672
H 0.68553 0.26143 -4.17845
H 2.00994 -0.84143 -2.10876
H 2.37481 1.10034 -0.62114
H 0.76080 2.68736 -2.66914
H 1.74762 3.22593 -1.34882
H 0.02256 3.16228 0.23708
H -0.77860 3.67369 -1.24048
H 1.51662 -0.91106 2.16976
H 2.12532 -0.94382 0.49491
H 1.03212 -2.22898 1.02545
P 1.26849 -1.17265 -8.51811
P -1.72498 -0.69042 -8.19649
N 2.70755 -0.18701 -8.39504
N 2.08264 -2.40944 -9.49265
N -2.00450 1.04718 -7.88377
N -3.38569 -1.03724 -8.53466
C 0.45723 -0.24557 -9.88732
C -1.05510 -0.53972 -9.91380
C 3.09335 0.45107 -7.21719
C 4.16900 1.27898 -7.50131
C 4.42678 1.18870 -8.90337
C 3.50315 0.30349 -9.43066
C 2.24113 -3.71133 -9.01408
C 2.66590 -4.51679 -10.05973
C 2.79169 -3.69713 -11.22299
C 2.45187 -2.41461 -10.83839
C -1.82162 1.63453 -6.63229
C -1.92441 3.01181 -6.76242
C -2.17012 3.29482 -8.13664
C -2.23878 2.07940 -8.78775
C -4.29598 -0.32878 -9.32556
C -5.40984 -1.12052 -9.53618
C -5.16483 -2.37712 -8.89704
C -3.90914 -2.31758 -8.32150
H 0.92303 -0.55538 -10.83472
H 0.59754 0.83534 -9.72431
H -1.60994 0.25317 -10.42827
H -1.25782 -1.49358 -10.43184
H 2.60722 0.19026 -6.29977
H 4.65361 1.93610 -6.81338
H 5.15288 1.74197 -9.46209
H 3.40690 -0.07000 -10.42375
H 2.10497 -3.91610 -7.96958
H 2.87868 -5.56466 -10.00418
H 3.10607 -4.00471 -12.20403
H 2.52990 -1.51704 -11.41082
H -1.73232 1.02144 -5.75600
H -1.85206 3.73578 -5.97158
H -2.30368 4.26752 -8.57870
H -2.53890 1.87530 -9.79462
H -4.12881 0.69203 -9.58449
H -6.27422 -0.85537 -10.11066
H -5.80300 -3.23479 -8.92330
H -3.36512 -3.00639 -7.70889
O -0.96612 -1.24038 2.86174
B -0.35217 -0.21755 2.04141
O -0.64172 0.99400 2.74112
C -1.06579 0.68727 4.04389
C -0.95457 1.43288 5.20708
C -0.81468 0.72004 6.41177
C -0.97093 -0.67058 6.44987
C -1.32120 -1.38932 5.29967
C -1.25081 -0.70271 4.09667
H -0.94995 2.53632 5.14595
H -0.58704 1.26691 7.31935
H -0.83314 -1.22430 7.36832
H -1.59580 -2.46435 5.27758
*
```

Results
Kohn-Sham gap (alpha / beta) (eV): 5.41 / 5.52



# 6
Here is a structure of composition C3H11O3 at a distorted geometry from the Open Molecules 2025 dataset. Energies are from wB97M-V/def2-TZVPD.

```
! RIJCOSX wB97M-V def2-TZVPD def2/J DEFGRID3
* xyz -1 1
C 0.35324 0.15436 -0.26542
O 0.80125 -1.19583 -0.26764
C 0.40245 0.75790 1.09821
C -0.52093 1.94046 1.25139
H 0.92281 0.91825 -0.74988
H -0.59182 0.30238 -0.75795
H -0.03241 0.00334 1.93928
H 1.46707 0.87561 1.43268
H -0.71937 2.05740 2.39448
H -0.06539 2.88465 0.89836
H -1.44365 1.86083 0.75074
H -1.02221 -2.04862 0.17862
H -2.47511 -2.59110 -0.62384
O -1.99035 -2.26241 0.21550
H 1.42215 -1.21296 -1.53144
H 2.00743 -1.55974 -3.21497
O 1.48483 -0.88452 -2.74813
*
```

Results
Kohn-Sham gap (eV): 8.15